Entry 1:
33
Properties=species:S:1:pos:R:3:nbo_charge:R:1 method="wB97M-V/def2-TZVPD" max_force_ev_per_a=6.1 orbital_gap_ev=8.38 spin_multiplicity=1 e_above_lowest_kcal_mol=34.5 smiles="O=C(Oc1cc(=O)sc(-c2ccccc2)n1)c1ccccc1" mol_weight_g_mol=309.35
O -1.369 2.636 -1.319 -0.579
C -1.000 2.208 -0.161 0.769
O 0.242 1.915 0.239 -0.489
C 0.876 1.185 -0.833 0.528
C 1.887 1.860 -1.465 -0.341
C 2.591 1.232 -2.482 0.284
O 3.610 1.745 -2.960 -0.575
S 2.118 -0.233 -3.249 0.427
C 0.993 -0.828 -2.032 0.163
C 0.413 -2.201 -2.158 -0.122
C 0.410 -3.043 -0.977 -0.156
C -0.383 -4.134 -0.906 -0.208
C -1.074 -4.645 -1.949 -0.205
C -1.079 -3.900 -3.099 -0.190
C -0.381 -2.626 -3.177 -0.179
N 0.575 -0.096 -0.999 -0.497
C -2.027 2.117 0.884 -0.179
C -1.841 1.341 2.055 -0.145
C -2.800 1.330 3.076 -0.224
C -3.836 2.186 3.085 -0.177
C -3.993 3.106 1.994 -0.217
C -3.172 2.979 0.885 -0.146
H 2.244 2.809 -1.090 0.259
H 1.003 -2.759 -0.116 0.222
H -0.381 -4.838 -0.015 0.213
H -1.623 -5.488 -1.691 0.220
H -1.714 -4.176 -3.929 0.218
H -0.468 -1.978 -4.045 0.222
H -0.947 0.780 2.088 0.222
H -2.625 0.664 3.894 0.215
H -4.586 2.162 3.879 0.219
H -4.746 3.817 1.953 0.214
H -3.382 3.649 0.027 0.235


Entry 2:
19
Properties=species:S:1:pos:R:3:nbo_charge:R:1 method="wB97M-V/def2-TZVPD" max_force_ev_per_a=2.6 orbital_gap_ev=8.40 spin_multiplicity=1 e_above_lowest_kcal_mol=141.1 mol_weight_g_mol=104.15
C -0.518 1.576 1.154 -0.683
C -0.651 0.158 0.685 0.622
N -1.411 0.949 -1.409 -0.514
O -1.427 -0.097 -0.403 -0.411
N -0.718 -0.796 1.671 -0.942
H -0.888 0.529 -2.176 0.350
H -2.384 0.989 -1.700 0.355
H -1.178 -1.630 1.308 0.361
H -0.248 2.249 0.348 0.237
H 0.210 1.613 1.959 0.236
H -1.493 1.873 1.553 0.229
C 1.362 -1.492 -0.854 -0.633
C 1.315 -0.198 -0.057 -0.701
H 1.340 -2.366 -0.196 0.200
H 2.261 -1.583 -1.472 0.212
H 0.495 -1.576 -1.518 0.196
H 1.349 0.679 -0.706 0.208
H 2.145 -0.099 0.651 0.209
H 0.437 -0.777 1.163 0.467


Entry 3:
28
Properties=species:S:1:pos:R:3:nbo_charge:R:1 method="wB97M-V/def2-TZVPD" max_force_ev_per_a=0.5 orbital_gap_ev="7.92 / 4.81" spin_multiplicity=2 e_above_lowest_kcal_mol=14.3 charge=+1 mol_weight_g_mol=566.72
Ca 1.853 1.034 -0.080 1.799
Cl -1.294 -4.610 3.833 0.049
C -0.746 -3.450 2.677 -0.083
C -1.448 -3.284 1.485 -0.163
C -1.016 -2.372 0.553 -0.134
Cl -1.914 -2.249 -0.935 0.000
C 0.129 -1.563 0.731 0.456
O 0.508 -0.730 -0.206 -0.932
C 0.817 -1.751 1.965 -0.301
C 2.003 -1.024 2.361 0.468
O 2.555 -0.097 1.765 -0.709
C 0.373 -2.696 2.908 -0.130
H -2.329 -3.880 1.288 0.255
H 2.448 -1.349 3.312 0.157
H 0.926 -2.823 3.830 0.238
Cl 0.356 3.038 0.845 -0.695
Ge 2.134 4.748 0.346 1.029
Cl 3.407 3.083 -0.882 -0.666
Cl 1.102 5.535 -1.437 -0.529
C -0.891 0.150 -3.219 -0.923
Te -1.632 1.101 -1.489 1.176
C -1.291 3.059 -2.207 -0.930
H -0.195 0.820 -3.718 0.246
H -1.737 -0.065 -3.870 0.266
H -0.413 -0.770 -2.892 0.273
H -1.857 3.184 -3.130 0.256
H -0.228 3.202 -2.392 0.259
H -1.621 3.755 -1.443 0.268


Entry 4:
312
Properties=species:S:1:pos:R:3:mulliken_charge:R:1 method="wB97M-V/def2-TZVPD" max_force_ev_per_a=5.4 orbital_gap_ev=8.92 spin_multiplicity=1 e_above_lowest_kcal_mol=67.1 mol_weight_g_mol=1731.48
C -1.856 -3.090 -6.567 -0.045
O -1.126 -4.287 -6.538 -0.533
C -0.656 -4.562 -5.250 0.827
C 0.309 -5.807 -5.261 -1.375
N 1.185 -6.017 -4.068 -0.090
C 0.522 -6.045 -2.793 1.994
C -0.104 -7.392 -2.562 -1.054
O -0.778 -7.260 -1.287 -0.100
C -1.369 -8.505 -0.920 -1.040
H -2.793 -3.142 -6.045 -0.165
H -2.055 -2.786 -7.571 0.359
H -1.259 -2.288 -6.066 0.015
H -1.496 -4.824 -4.605 0.091
H -0.156 -3.703 -4.787 -0.131
H 0.884 -5.674 -6.142 0.568
H -0.326 -6.718 -5.289 0.246
H 1.905 -5.325 -4.209 0.184
H -0.287 -5.284 -2.673 -1.171
H 1.172 -5.908 -1.905 -0.103
H 0.700 -8.144 -2.426 0.284
H -0.678 -7.789 -3.413 0.402
H -0.705 -9.299 -0.719 0.376
H -2.056 -8.884 -1.727 0.320
H -2.065 -8.397 -0.083 0.285
C 10.793 -8.563 1.900 -0.718
O 10.465 -8.217 0.573 -0.406
C 9.338 -7.329 0.498 0.220
C 8.937 -7.331 -0.997 -0.931
N 7.738 -6.437 -1.197 0.109
C 7.126 -6.545 -2.495 -1.134
C 5.874 -5.647 -2.495 -0.273
O 4.924 -5.947 -1.524 -0.027
C 4.266 -7.158 -1.831 -1.026
H 10.232 -9.462 2.152 0.250
H 10.569 -7.740 2.603 0.289
H 11.862 -8.711 1.949 0.289
H 9.661 -6.371 0.977 0.377
H 8.410 -7.666 1.034 -0.181
H 8.661 -8.393 -1.180 0.309
H 9.772 -7.058 -1.596 0.391
H 7.085 -6.688 -0.459 -0.025
H 6.866 -7.640 -2.759 0.317
H 7.786 -6.224 -3.297 0.519
H 5.411 -5.788 -3.433 0.754
H 6.246 -4.675 -2.241 -0.185
H 4.134 -7.203 -2.920 0.483
H 3.363 -7.243 -1.245 0.195
H 4.880 -8.024 -1.509 0.278
C -1.788 0.150 6.789 -0.940
O -0.699 0.934 6.299 0.118
C -0.173 1.644 7.469 -0.549
C 1.017 2.506 6.939 -1.159
N 0.767 3.641 6.073 -0.158
C 0.476 3.485 4.609 0.203
C 0.633 4.820 3.891 0.210
O -0.317 5.722 4.423 -0.379
C -0.312 6.936 3.644 -0.389
H -1.467 -0.652 7.443 0.354
H -2.351 -0.379 5.987 0.050
H -2.489 0.753 7.358 0.410
H 0.159 0.928 8.228 0.445
H -0.923 2.329 7.907 0.398
H 1.676 1.780 6.479 0.189
H 1.541 2.900 7.788 0.537
H 0.191 4.399 6.437 0.325
H -0.609 3.325 4.361 -0.036
H 1.137 2.761 4.192 -0.155
H 0.411 4.650 2.790 -0.583
H 1.662 5.210 3.980 0.448
H 0.658 7.439 3.566 0.350
H -0.898 7.753 4.079 0.341
H -0.655 6.716 2.625 -0.094
C -4.203 4.045 6.193 -0.778
O -4.701 3.847 4.872 0.029
C -5.160 2.517 4.637 1.132
C -6.487 2.116 5.234 -1.044
N -7.609 2.746 4.635 -0.279
C -7.677 4.250 4.569 -0.094
C -9.136 4.808 4.473 -0.590
O -9.007 6.209 4.532 -0.217
C -10.118 6.977 4.919 -0.787
H -3.722 5.001 6.198 0.306
H -3.481 3.276 6.433 0.189
H -5.045 4.064 6.958 0.231
H -4.370 1.778 4.936 -0.173
H -5.183 2.491 3.547 -0.458
H -6.509 2.338 6.310 0.328
H -6.711 0.964 5.255 0.299
H -7.725 2.340 3.705 0.251
H -6.922 4.650 3.895 0.202
H -7.300 4.570 5.541 0.121
H -9.649 4.341 5.345 0.302
H -9.634 4.360 3.537 0.259
H -9.837 8.005 4.820 0.234
H -10.473 6.731 5.915 0.326
H -10.976 6.841 4.243 0.304
C 0.381 1.737 -4.632 -1.122
O 0.230 1.881 -3.256 -0.061
C 1.098 1.023 -2.594 -1.119
C 0.959 1.424 -1.125 1.211
N 1.261 2.860 -1.025 0.054
C 1.581 3.308 0.354 1.593
C 2.207 4.651 0.402 -1.821
O 1.363 5.738 0.024 -0.006
C 1.918 7.003 0.336 -0.881
H -0.352 2.339 -5.200 0.336
H 0.294 0.679 -4.929 0.280
H 1.351 2.128 -4.949 0.308
H 2.146 1.200 -2.880 0.390
H 0.784 -0.021 -2.811 -0.091
H 1.728 0.897 -0.541 -0.168
H -0.002 1.098 -0.747 -0.658
H 0.598 3.537 -1.470 0.228
H 2.278 2.604 0.744 -0.717
H 0.685 3.353 0.970 -0.248
H 3.030 4.637 -0.272 0.869
H 2.670 4.759 1.397 0.487
H 2.004 7.163 1.452 0.256
H 1.286 7.804 -0.077 0.211
H 2.932 7.058 -0.089 0.346
C 0.940 -2.452 5.353 -0.231
O 2.039 -2.464 4.541 -0.249
C 2.801 -1.218 4.664 0.251
C 3.965 -1.224 3.699 -1.224
N 3.732 -0.916 2.337 0.931
C 3.503 0.531 2.017 0.715
C 4.883 1.051 1.556 -0.660
O 4.874 2.435 1.359 -0.258
C 5.934 2.950 0.541 -0.849
H 0.227 -3.176 4.909 -0.104
H 0.393 -1.493 5.307 -0.066
H 1.358 -2.619 6.378 0.323
H 3.150 -1.000 5.693 0.716
H 2.186 -0.322 4.569 -0.408
H 4.357 -2.230 3.776 -0.013
H 4.706 -0.515 4.115 0.540
H 2.852 -1.400 2.064 -0.715
H 3.134 1.129 2.838 -0.158
H 2.846 0.697 1.131 -0.256
H 5.119 0.531 0.559 0.150
H 5.642 0.743 2.271 0.399
H 5.970 2.326 -0.374 0.317
H 6.893 2.811 1.090 0.314
H 5.818 3.971 0.392 0.325
C -7.338 -3.101 -8.416 -0.684
O -7.501 -2.942 -7.083 -0.312
C -6.649 -3.802 -6.369 -0.322
C -6.755 -3.463 -4.905 -0.601
N -5.624 -4.164 -4.308 -0.101
C -5.627 -4.402 -2.894 -0.795
C -4.356 -4.966 -2.271 -0.602
O -3.296 -4.110 -2.682 0.012
C -2.325 -3.922 -1.630 -0.612
H -8.134 -2.615 -8.963 0.290
H -7.356 -4.182 -8.728 0.280
H -6.339 -2.730 -8.845 0.230
H -5.580 -3.772 -6.671 0.225
H -6.960 -4.830 -6.497 0.308
H -7.696 -3.854 -4.452 0.349
H -6.739 -2.343 -4.957 0.224
H -4.746 -3.774 -4.548 0.045
H -6.463 -5.061 -2.591 0.395
H -5.827 -3.470 -2.348 0.368
H -4.114 -6.007 -2.654 0.226
H -4.549 -5.041 -1.186 0.392
H -1.937 -4.933 -1.352 0.431
H -2.844 -3.464 -0.810 1.042
H -1.497 -3.273 -1.912 -0.705
C -5.776 13.070 -2.729 -0.716
O -5.815 11.699 -2.712 -0.315
C -4.655 11.180 -2.056 -0.365
C -5.082 9.981 -1.231 -0.604
N -3.895 9.460 -0.536 -0.193
C -4.272 8.832 0.699 -0.878
C -3.111 8.357 1.573 0.372
O -3.459 7.915 2.812 -0.492
C -3.890 6.556 2.883 0.233
H -5.571 13.535 -1.741 0.330
H -6.767 13.437 -3.040 0.251
H -5.055 13.422 -3.461 0.291
H -4.359 11.993 -1.413 0.330
H -3.851 10.863 -2.748 0.194
H -5.568 9.195 -1.842 0.269
H -5.812 10.368 -0.491 0.316
H -3.397 8.740 -1.045 0.076
H -4.973 7.978 0.526 0.288
H -4.936 9.477 1.270 0.566
H -2.450 9.195 1.722 0.513
H -2.620 7.605 0.999 -0.753
H -3.715 6.173 3.876 0.082
H -3.348 5.863 2.253 -0.453
H -4.953 6.344 2.626 0.338
C 3.249 -3.393 -3.157 -0.209
O 3.146 -3.449 -4.564 -0.490
C 2.445 -2.335 -5.111 0.787
C 3.499 -1.438 -5.776 -1.171
N 2.875 -0.151 -6.138 0.334
C 3.602 1.086 -6.144 -0.839
C 3.050 2.049 -7.220 -0.523
O 3.892 3.164 -7.265 -0.320
C 3.522 4.054 -8.327 -0.795
H 3.518 -4.444 -2.868 -0.465
H 2.356 -3.058 -2.627 0.384
H 4.028 -2.724 -2.740 0.622
H 1.940 -1.782 -4.316 -0.521
H 1.673 -2.695 -5.812 0.304
H 4.036 -2.020 -6.557 0.242
H 4.234 -1.153 -5.023 0.407
H 2.452 -0.159 -7.089 0.220
H 4.694 1.058 -6.396 0.342
H 3.607 1.594 -5.194 0.236
H 2.065 2.361 -7.020 0.442
H 3.093 1.410 -8.176 0.333
H 3.778 3.552 -9.281 0.305
H 4.315 4.835 -8.235 0.244
H 2.559 4.345 -8.212 0.347
C 6.724 -6.937 3.072 -1.105
O 6.668 -5.954 2.037 0.036
C 6.894 -4.613 2.481 -0.987
C 6.462 -3.543 1.530 -0.267
N 7.472 -3.440 0.500 -0.225
C 7.169 -2.356 -0.518 -0.048
C 8.043 -1.178 -0.304 -0.840
O 7.788 -0.096 -1.112 -0.095
C 8.778 0.086 -2.107 -0.868
H 6.783 -7.963 2.623 0.274
H 5.794 -6.927 3.673 0.305
H 7.546 -6.851 3.736 0.443
H 7.953 -4.467 2.669 0.285
H 6.339 -4.423 3.385 0.564
H 6.508 -2.626 2.103 0.191
H 5.451 -3.697 1.189 0.402
H 7.467 -4.325 -0.012 0.102
H 6.168 -2.006 -0.409 -0.038
H 7.362 -2.757 -1.481 0.417
H 9.145 -1.529 -0.322 0.407
H 7.907 -0.832 0.731 0.200
H 8.895 -0.678 -2.840 0.314
H 9.778 0.118 -1.598 0.375
H 8.551 1.061 -2.613 0.209
C -2.806 -0.478 -2.196 -1.361
O -2.490 0.657 -1.471 0.843
C -2.894 1.915 -1.938 -1.979
C -2.454 2.913 -0.894 1.467
N -2.494 4.308 -1.392 0.039
C -2.173 5.419 -0.419 -0.183
C -1.968 6.631 -1.288 -1.293
O -3.064 6.928 -2.197 -0.361
C -2.641 7.023 -3.519 -0.960
H -3.850 -0.641 -2.122 0.460
H -2.336 -1.339 -1.758 -0.087
H -2.499 -0.423 -3.211 0.515
H -3.962 1.980 -2.079 0.639
H -2.372 1.993 -2.873 0.446
H -1.434 2.700 -0.624 -0.542
H -3.067 2.722 -0.013 -0.835
H -3.417 4.501 -1.755 0.395
H -1.287 5.195 0.145 0.215
H -3.032 5.503 0.292 0.219
H -1.079 6.407 -1.859 0.729
H -1.765 7.471 -0.635 0.692
H -3.501 7.405 -4.052 0.290
H -2.517 6.020 -3.938 0.304
H -1.799 7.632 -3.696 0.387
C -0.367 -6.209 4.112 -0.406
O -1.307 -5.206 4.353 -0.501
C -1.610 -4.535 3.157 0.439
C -2.799 -3.604 3.400 -0.465
N -3.231 -2.935 2.227 -0.047
C -4.197 -1.852 2.556 -1.129
C -4.414 -0.805 1.477 0.758
O -5.265 0.188 1.940 -0.340
C -5.616 1.060 0.922 -0.520
H -0.538 -6.828 3.198 0.226
H -0.332 -6.857 4.998 0.290
H 0.615 -5.740 3.957 0.056
H -1.928 -5.269 2.320 0.402
H -0.750 -3.887 2.807 -0.306
H -2.548 -2.894 4.184 -0.029
H -3.601 -4.246 3.776 0.427
H -2.391 -2.492 1.765 -0.269
H -3.907 -1.308 3.443 0.060
H -5.163 -2.365 2.795 0.463
H -4.741 -1.226 0.527 0.615
H -3.433 -0.321 1.242 -0.577
H -6.289 0.532 0.205 0.451
H -4.867 1.533 0.322 0.003
H -6.246 1.830 1.352 0.216
C -2.451 1.800 2.577 0.347
O -1.459 1.095 1.834 1.600
C -0.923 0.057 2.639 -0.438
C 0.132 -0.774 1.915 1.270
N -0.504 -1.516 0.852 1.320
C 0.496 -2.011 -0.105 0.309
C 1.093 -3.358 0.360 -1.016
O 1.444 -3.196 1.766 0.831
C 2.226 -4.321 2.144 -0.964
H -3.410 1.322 2.690 -0.296
H -2.629 2.683 1.951 -0.386
H -2.039 2.195 3.506 -0.500
H -1.683 -0.659 2.987 -0.388
H -0.493 0.494 3.511 0.389
H 0.556 -1.410 2.733 -0.393
H 0.967 -0.114 1.569 -0.736
H -1.170 -0.857 0.380 -0.687
H 1.304 -1.298 -0.195 -0.262
H 0.042 -2.210 -1.113 0.031
H 1.925 -3.657 -0.279 0.215
H 0.386 -4.215 0.325 0.085
H 3.120 -4.249 1.501 -0.423
H 1.667 -5.247 1.883 0.319
H 2.469 -4.180 3.206 0.380